(1)
10 unconnected molecules or ions with the total composition C33H71N7O19P2 in a non-equilibrium geometry. Source: the Open Molecules 2025 dataset; level of theory: ωB97M-V with the def2-TZVPD basis set.

Last column: Mulliken charge in e.
Element x y z (Å)
C -5.953 -1.620 -2.253  -0.539
C -4.677 -1.611 -1.849  0.356
C -3.970 -2.909 -1.506  0.661
O -2.846 -2.870 -1.053  -0.178
C -4.675 -4.145 -1.792  -1.266
C -5.896 -4.128 -2.324  0.485
C -6.667 -2.852 -2.515  0.631
O -7.848 -2.908 -2.792  -0.626
O -6.527 -5.232 -2.723  -0.575
O -4.057 -0.480 -1.585  -0.435
H -6.451 -0.680 -2.456  0.495
H -4.157 -5.095 -1.754  0.446
H -7.377 -4.957 -3.107  0.334
H -3.166 -0.630 -1.175  0.284
C 3.820 -2.447 -2.592  0.221
O 4.880 -2.269 -2.016  -0.661
N 3.428 -1.831 -3.727  0.141
C 2.097 -2.047 -4.264  -0.798
C 4.186 -0.755 -4.307  -1.122
H 3.073 -3.173 -2.236  0.217
H 1.324 -1.448 -3.780  0.187
H 1.844 -3.106 -4.221  0.363
H 2.094 -1.781 -5.321  0.365
H 5.110 -0.576 -3.758  0.374
H 4.549 -1.017 -5.308  0.334
H 3.616 0.174 -4.332  0.404
C -3.506 1.229 1.858  0.577
O -2.763 2.188 1.912  -0.684
N -4.848 1.274 1.986  0.236
C -5.663 0.100 1.762  -0.680
C -5.526 2.512 2.270  -1.014
H -3.187 0.223 1.535  -0.105
H -5.083 -0.658 1.229  -0.016
H -6.509 0.310 1.108  0.368
H -5.990 -0.327 2.712  0.294
H -6.358 2.361 2.954  0.379
H -4.829 3.279 2.596  0.286
H -5.937 2.936 1.338  0.303
C 0.858 -3.182 0.187  0.352
O 1.033 -3.213 -1.018  -0.732
N 1.757 -3.643 1.092  0.737
C 3.039 -4.144 0.711  -0.894
C 1.348 -3.860 2.472  -1.123
H -0.013 -2.737 0.686  0.127
H 3.123 -5.226 0.853  0.282
H 3.804 -3.685 1.347  0.278
H 3.271 -3.889 -0.315  0.079
H 2.088 -3.341 3.086  0.419
H 0.401 -3.374 2.679  0.243
H 1.290 -4.920 2.723  0.273
C 2.836 3.075 2.819  0.065
O 3.129 3.146 1.634  -0.546
N 1.686 3.503 3.375  0.355
C 1.500 3.525 4.806  -0.925
C 0.720 4.208 2.573  -0.406
H 3.518 2.557 3.512  0.217
H 1.689 4.518 5.234  0.355
H 2.152 2.827 5.327  0.272
H 0.460 3.295 5.044  0.306
H -0.292 3.871 2.822  0.305
H 0.676 5.293 2.721  0.384
H 0.933 4.003 1.529  -0.379
C -3.441 5.066 -0.407  0.188
O -3.137 6.211 -0.148  -0.615
N -2.604 4.140 -0.925  0.269
C -3.026 2.777 -1.174  -0.677
C -1.230 4.462 -1.138  -0.911
H -4.449 4.653 -0.230  0.251
H -4.074 2.655 -0.918  0.241
H -2.337 2.102 -0.664  -0.145
H -2.905 2.508 -2.232  0.464
H -0.812 3.863 -1.950  0.449
H -1.084 5.504 -1.419  0.425
H -0.640 4.284 -0.232  -0.007
C -0.550 -0.414 -0.967  -0.818
O -1.680 -0.326 -0.481  -0.339
N 0.462 0.334 -0.533  1.132
C 1.725 0.364 -1.222  0.116
C 0.290 1.216 0.594  0.404
H -0.268 -1.131 -1.747  0.574
H 2.519 0.195 -0.486  0.131
H 1.953 1.350 -1.634  0.148
H 1.752 -0.404 -1.986  -0.594
H 0.413 2.251 0.259  -0.160
H -0.715 1.168 1.002  -0.360
H 1.025 1.040 1.382  -0.294
C 2.419 -0.778 3.173  0.586
O 1.672 -0.886 4.123  -0.719
N 3.707 -0.356 3.257  0.265
C 4.606 -0.361 2.107  -0.761
C 4.305 -0.144 4.553  -1.147
H 2.165 -1.072 2.139  0.038
H 5.504 -0.946 2.336  0.321
H 4.990 0.654 1.968  0.269
H 4.114 -0.777 1.233  0.108
H 3.510 -0.066 5.287  0.316
H 5.011 -0.942 4.782  0.294
H 4.825 0.820 4.559  0.384
C 2.968 4.438 -1.806  -0.546
O 4.016 3.825 -2.583  -0.391
P 3.580 3.292 -4.001  1.403
O 2.493 2.324 -3.951  -0.692
O 3.307 4.605 -4.863  -0.359
C 4.255 5.654 -4.855  -0.649
O 4.944 2.800 -4.612  -0.351
C 4.941 2.288 -5.941  -0.843
H 3.218 5.493 -1.710  0.341
H 2.955 4.007 -0.802  0.007
H 1.972 4.268 -2.213  0.355
H 4.258 6.211 -3.915  0.221
H 4.052 6.364 -5.653  0.264
H 5.270 5.273 -5.000  0.294
H 5.282 3.032 -6.661  0.277
H 3.947 1.929 -6.223  0.395
H 5.606 1.428 -6.005  0.273
C -1.476 -5.822 0.544  -0.057
O -1.970 -5.940 1.888  -0.487
P -2.616 -4.735 2.653  0.850
O -4.069 -4.661 2.628  -0.736
O -1.991 -4.897 4.095  -0.284
C -2.390 -3.998 5.121  -0.535
O -1.836 -3.498 2.027  0.278
C -2.382 -2.163 2.099  -0.812
H -1.982 -5.033 -0.008  -0.095
H -1.589 -6.791 0.066  0.354
H -0.402 -5.615 0.542  0.068
H -3.411 -4.177 5.469  0.263
H -2.379 -2.972 4.747  0.180
H -1.721 -4.147 5.960  0.265
H -2.486 -1.787 1.080  -0.498
H -1.619 -1.532 2.565  0.395
H -3.323 -2.118 2.640  0.936

Results
Orbital gap (eV): 7.83
Energy (eV): -103288.7429
2S+1: 1
Highest occupied orbital energy (eV): -8.9265

***

(2)
2 unconnected molecules or ions with the total composition C6H9O in a non-equilibrium geometry. Source: the Open Molecules 2025 dataset; level of theory: ωB97M-V with the def2-TZVPD basis set.

Last column: Mulliken charge in e.
Element x y z (Å)
C 0.149 1.222 -1.060  -0.292
C -0.294 1.393 0.230  -0.337
C 1.843 -0.873 1.522  -0.079
C -0.259 -0.179 -1.551  -0.636
C -1.298 -0.643 -0.493  -0.547
C -1.083 0.353 0.616  0.154
O 0.669 -0.984 1.633  -0.361
H 0.648 2.003 -1.543  0.472
H -0.091 2.339 0.762  0.444
H 2.627 -1.629 1.814  0.260
H 2.401 0.071 1.310  0.222
H -0.509 -0.195 -2.577  0.426
H 0.480 -0.830 -1.216  0.271
H -2.354 -0.450 -0.839  0.328
H -1.297 -1.727 -0.199  0.362
H -1.632 0.128 1.591  0.314

Results
Orbital gap (eV): 8.46
Energy (eV): -8405.5688
2S+1: 1
Charge: +1
ΔE to the lowest compared entry with this formula, charge and spin (kcal per mole): 29.8
Highest occupied orbital energy (eV): -14.4381

***

(3)
C5H8O2 in the gas phase. Source: the Open Molecules 2025 dataset; level of theory: ωB97M-V with the def2-TZVPD basis set.

Last column: Mulliken charge in e.
Element x y z (Å)
O -1.015 1.149 2.085  -0.523
C -1.259 0.539 0.831  -0.744
C -0.027 0.585 -0.053  0.368
C 1.150 -0.400 0.186  -0.783
C 1.087 -0.865 -1.296  -0.364
C -0.218 -0.081 -1.416  0.219
O -1.135 -0.092 -2.193  -0.567
H -1.124 0.489 2.776  0.319
H -2.069 1.073 0.319  0.263
H -1.585 -0.505 0.946  0.399
H 0.315 1.623 -0.147  0.346
H 2.093 0.053 0.497  0.286
H 0.894 -1.197 0.892  0.266
H 1.016 -1.936 -1.504  0.290
H 1.876 -0.435 -1.922  0.225

Results
Orbital gap (eV): 10.28
Energy (eV): -9408.6083
2S+1: 1
ΔE to the lowest compared entry with this formula, charge and spin (kcal per mole): 28.2
Highest occupied orbital energy (eV): -9.4813

***

(4)
A molecular structure, C11H14MnN3O2S in a non-equilibrium geometry. Source: the Open Molecules 2025 dataset; level of theory: ωB97M-V with the def2-TZVPD basis set.

Last column: Löwdin spin population.
Element x y z (Å)
Mn -0.371 0.918 1.196  3.340
N -0.969 -2.492 3.706  0.010
C -0.526 -1.504 2.913  -0.010
S -1.004 0.121 3.303  -0.143
N 0.259 -1.836 1.915  -0.095
N 0.620 -0.793 1.130  -0.072
C 1.581 -1.012 0.280  0.018
C 2.236 -0.027 -0.512  -0.020
C 3.270 -0.418 -1.383  0.011
C 3.961 0.521 -2.102  -0.015
C 3.641 1.882 -1.962  -0.002
C 2.632 2.296 -1.124  -0.004
C 1.928 1.340 -0.400  -0.006
O 0.937 1.721 0.408  0.006
H -1.502 -2.289 4.531  0.000
H -0.673 -3.437 3.527  0.000
H 1.927 -2.040 0.225  -0.002
H 3.513 -1.471 -1.474  0.001
H 4.753 0.217 -2.772  -0.001
H 4.197 2.622 -2.522  0.000
H 2.374 3.340 -1.009  0.000
C -2.256 -0.808 -1.044  0.005
C -2.952 0.178 -0.134  0.008
C -3.778 1.208 -0.879  -0.014
O -1.996 0.916 0.646  -0.017
H -2.986 -1.315 -1.674  0.000
H -1.721 -1.567 -0.469  0.001
H -1.551 -0.284 -1.693  0.000
H -3.586 -0.354 0.576  0.001
H -3.168 1.722 -1.624  0.000
H -4.192 1.946 -0.193  0.000
H -4.600 0.702 -1.385  -0.003

Results
Orbital gap (spin up / spin down) (eV): 5.62 / 7.46
Energy (eV): -62347.7957
2S+1: 4
Charge: +1
ΔE to the lowest compared entry with this formula, charge and spin (kcal per mole): 2.2
Highest occupied orbital energy (spin up / spin down) (eV): -11.9974 / -12.2174

***

(5)
2 unconnected molecules or ions with the total composition C15H18O2 in a non-equilibrium geometry. Source: the Open Molecules 2025 dataset; level of theory: ωB97M-V with the def2-TZVPD basis set.

Last column: Löwdin spin population.
Element x y z (Å)
C -1.107 1.914 -1.444  0.055
C -0.295 3.926 2.155  0.217
C 0.765 3.404 1.456  0.090
C -1.655 3.931 1.559  0.078
C 0.473 2.571 0.322  0.095
C -1.934 3.133 0.547  0.032
C -0.823 2.561 -0.150  0.243
O -0.108 4.339 3.426  0.138
H 1.794 3.426 1.847  0.000
H 0.733 4.942 3.476  0.006
H -2.451 4.512 2.285  0.002
H 1.223 1.934 -0.191  0.002
H -2.933 3.017 0.002  -0.001
H -0.108 1.775 -1.956  0.000
H -1.619 2.560 -2.217  0.016
H -1.676 1.023 -1.456  0.019
C 2.110 -2.777 0.579  0.000
C 2.976 -3.489 -0.345  0.000
C 0.762 -2.395 0.062  0.001
C -0.353 -3.148 0.349  0.001
C 0.712 -1.468 -0.995  0.000
C -1.512 -2.917 -0.342  0.000
C -0.510 -1.165 -1.580  0.001
C -1.599 -1.993 -1.330  0.002
O -2.698 -1.778 -2.009  0.001
H 2.092 -3.260 1.562  0.000
H 2.732 -1.806 0.855  0.000
H 3.958 -3.719 0.279  0.000
H -0.202 -3.826 1.107  0.000
H 1.623 -0.816 -1.215  0.000
H -2.350 -3.694 -0.242  0.000
H -0.658 -0.504 -2.418  0.000
H -3.159 -2.536 -2.055  0.000
H 3.167 -3.082 -1.387  0.000
H 2.630 -4.594 -0.536  0.000

Results
Orbital gap (spin up / spin down) (eV): 7.11 / 3.31
Energy (eV): -19931.3295
2S+1: 2
Charge: +1
ΔE to the lowest compared entry with this formula, charge and spin (kcal per mole): 56.9
Highest occupied orbital energy (spin up / spin down) (eV): -10.8580 / -10.8441

***

(6)
3 unconnected molecules or ions with the total composition C3H6Cl6 in a non-equilibrium geometry. Source: the Open Molecules 2025 dataset; level of theory: ωB97M-V with the def2-TZVPD basis set.

Last column: Mulliken charge in e.
Element x y z (Å)
C 8.619 -15.422 -21.820  -0.250
Cl 10.024 -14.459 -22.319  -0.159
Cl 9.186 -16.968 -21.286  -0.127
H 8.013 -14.926 -21.062  0.284
H 7.947 -15.413 -22.678  0.266
C 14.067 -21.337 -23.289  -0.042
Cl 13.331 -22.915 -22.967  -0.165
Cl 15.606 -21.474 -24.175  -0.160
H 13.374 -20.696 -23.834  0.211
H 14.205 -20.780 -22.362  0.148
C 12.241 -17.857 -21.686  -0.118
Cl 12.524 -18.972 -20.337  -0.154
Cl 13.482 -17.997 -22.929  -0.177
H 11.290 -18.048 -22.183  0.148
H 12.190 -16.829 -21.326  0.293

Results
Orbital gap (eV): 11.26
Energy (eV): -78342.5935
2S+1: 1
ΔE to the lowest compared entry with this formula, charge and spin (kcal per mole): 7.3
Highest occupied orbital energy (eV): -10.7222

***

Q: Look up the energy of the fourth one.
A: -62347.7957 eV